No. 1
A cluster of 2 separate species, C10H16BF2NO10P in total, computed with ωB97M-V with the def2-TZVPD basis set.

Values from the calculation:
HOMO energy = -7.12 eV
Charge = -1

Structure (XYZ):
```
41
Properties=species:S:1:pos:R:3:forces:R:3
C 0.86902 1.45492 3.05161 -0.417 -0.684 -1.484
C -0.72939 1.68098 2.99675 -0.024 1.531 3.175
O -1.24465 2.24279 4.00049 1.162 -2.010 -4.239
O -1.46682 1.29139 1.85240 1.459 -0.129 1.923
C -1.40096 -0.14743 1.63730 -1.334 -1.571 -0.505
C -2.04875 -0.55338 0.21444 0.713 -0.737 0.419
C -0.95385 -0.57674 -0.95798 -0.255 0.453 0.441
C -0.68011 0.85842 -1.63113 -1.267 -1.520 -0.716
O 0.78033 0.98910 -1.75799 0.624 3.569 -0.164
P 1.28081 2.56793 -1.42056 -1.715 0.464 2.549
O 1.06237 2.85820 0.06484 0.963 -0.687 -3.314
O 0.33918 3.71378 -2.29085 1.790 -2.220 0.668
O 2.87062 2.73231 -1.96713 -2.632 -0.242 0.997
C 3.84946 2.35924 -0.96929 1.505 -0.483 0.763
C 4.14172 3.44085 0.15782 -0.324 1.495 0.299
N 3.73450 4.68174 0.19960 0.815 -3.129 -0.876
H 1.15630 0.66288 3.83497 -0.642 1.406 -1.033
H 1.41662 2.45086 3.22396 -1.132 -1.562 -0.123
H 1.17585 1.05394 2.01904 -0.208 0.696 1.560
H -0.34783 -0.58779 1.72697 -1.335 0.856 -0.198
H -2.06330 -0.66636 2.42965 1.107 0.939 -0.991
H -2.98088 0.05939 -0.02949 1.364 -0.593 0.394
H -2.40696 -1.64264 0.35349 0.596 1.670 -0.253
H -1.29208 -1.31918 -1.76412 0.720 1.108 1.246
H 0.03260 -0.93801 -0.48731 -1.541 0.402 -0.972
H -1.17496 1.72911 -1.08669 0.890 -1.206 -0.403
H -1.11086 0.79641 -2.70053 0.751 0.440 1.609
H -0.48386 3.89447 -1.78791 0.842 -0.291 -0.054
H 3.59060 1.35172 -0.50138 0.229 1.374 -0.457
H 4.84375 2.19878 -1.53570 -1.629 0.298 0.732
H 4.83030 3.10359 1.01975 -1.105 0.235 -1.456
H 3.16343 4.83103 -0.64924 0.015 0.125 0.424
B -3.13327 -5.35583 -0.29070 -2.142 -0.536 0.987
O -2.43900 -6.25738 -1.22783 0.705 0.569 -0.091
C -1.29127 -5.67512 -1.56561 -0.263 -2.764 -1.456
O -0.48050 -6.15296 -2.32358 -0.161 0.409 0.327
C -1.17661 -4.38279 -0.87822 0.218 2.533 1.403
O -0.25507 -3.60489 -0.96821 -0.216 -0.387 -0.061
O -2.25453 -4.18269 -0.12458 0.678 -0.111 -0.500
F -3.32767 -6.00759 0.96855 0.151 0.582 -1.044
F -4.39429 -4.95306 -0.83560 1.044 -0.294 0.472
```
Positions in Å, forces in eV/Å.

These are the Löwdin partial charges, in e, on atoms 1 to 4:
1 C -0.021
2 C -0.406
3 O 0.038
4 O -0.074

=====

No. 2
A structure of composition C13H11Cl2HfNO2, computed with ωB97M-V with the def2-TZVPD basis set.

Values from the calculation:
HOMO energy (alpha / beta) = -15.29 / -15.31 eV
Charge = +2

Structure (XYZ):
```
30
Properties=species:S:1:pos:R:3:forces:R:3
Cl -2.99816 -2.42486 -0.08246 1.745 0.676 0.055
C 1.68683 -1.98376 -2.04090 -0.275 0.301 0.841
C 2.42616 -0.73206 -1.79374 -0.281 -2.840 -0.095
C 1.58150 0.31375 -2.07503 -3.841 0.739 -0.816
H 3.47218 -0.72205 -1.59493 0.614 0.222 0.115
C 0.24183 -0.24457 -2.50539 2.189 1.632 0.564
C 0.35776 -1.64166 -2.44652 0.124 -1.218 0.602
H -0.49023 -2.33011 -2.67493 0.959 0.458 0.195
H 2.05008 -3.01778 -1.92930 0.000 0.746 -0.115
H 1.74532 1.38136 -2.08403 0.389 0.034 0.036
C -0.91252 0.52917 -3.06733 0.420 0.135 0.394
Hf 0.62094 -0.69635 -0.02834 -6.945 -0.476 -5.113
C 2.38649 -0.24326 0.77196 11.273 1.769 7.479
C 0.89007 -2.61300 1.07204 1.958 -4.670 4.847
O 3.32514 -0.05788 1.50397 -6.066 -0.974 -5.148
O 1.19949 -3.36157 1.91244 -1.714 3.350 -4.216
H -0.94461 1.53096 -2.65095 -0.010 0.233 -0.039
H -1.83966 0.03034 -2.84061 -0.454 -0.235 -0.053
H -0.81851 0.63266 -4.15543 0.079 -0.142 0.179
Cl -3.45657 3.13871 1.46466 0.180 -0.274 0.082
C -2.18138 2.09876 1.93531 0.110 -0.212 -0.503
C -1.80732 1.99634 3.29190 -0.242 0.065 -0.811
C -0.75285 1.17120 3.64396 0.358 -0.637 -0.767
C -0.09066 0.46417 2.64642 -0.003 0.694 -0.038
N -0.42614 0.63386 1.33428 0.201 -0.781 0.133
C -1.49024 1.36587 0.94674 -0.192 0.730 1.634
H -2.36726 2.56166 4.03206 0.148 -0.050 -0.074
H -0.41457 1.05779 4.65125 -0.052 0.001 0.508
H 0.76953 -0.19984 2.86767 -0.614 0.526 -0.026
H -1.76264 1.36217 -0.10476 -0.060 0.199 0.149
```
Positions in Å, forces in eV/Å.

These are the Löwdin partial charges, in e, on atoms 1 to 4:
1 Cl -0.303
2 C -0.073
3 C -0.161
4 C -0.109

=====

No. 3
A structure of composition C33H35CaCl2N4O2SbSe4, computed with ωB97M-V with the def2-TZVPD basis set.

Values from the calculation:
HOMO energy = -0.75 eV
Charge = -2

Structure (XYZ):
```
82
Properties=species:S:1:pos:R:3:forces:R:3
Ca 0.17952 -0.91480 0.53282 0.036 -0.254 -0.570
C 3.99666 -0.24376 3.26310 0.009 -0.024 -0.013
C 3.75778 0.96769 3.89715 -0.014 0.001 0.001
C 2.59210 1.65692 3.63114 0.016 -0.054 -0.018
C 1.66419 1.12699 2.72820 0.140 0.074 0.082
N 1.90966 -0.04511 2.12546 -0.188 0.033 -0.040
C 3.03670 -0.70538 2.38438 0.004 -0.033 0.003
C 0.41622 1.85066 2.36794 -0.081 0.135 0.000
C 0.05821 3.04461 2.96429 -0.044 -0.030 -0.069
C -1.08550 3.70911 2.51521 -0.042 -0.020 -0.024
C -1.78930 3.19132 1.45397 -0.022 0.033 0.058
C -1.38695 1.96212 0.92128 0.146 0.051 0.034
N -0.34101 1.29785 1.39815 0.007 -0.115 0.050
H 4.89975 -0.81360 3.43106 0.003 0.003 0.008
H 4.48282 1.37909 4.58867 0.000 0.003 0.001
H 2.41140 2.60845 4.10574 -0.008 0.010 -0.004
H 3.17264 -1.64531 1.85674 0.003 -0.012 0.006
H 0.64512 3.47755 3.76103 0.019 -0.005 0.002
H -1.37191 4.65307 2.96057 -0.002 0.004 -0.005
H -2.63057 3.69688 1.00300 0.005 0.023 0.018
H -1.94057 1.52613 0.09100 0.032 -0.059 0.014
C -1.66801 -3.20469 4.08997 -0.005 -0.055 -0.024
C -1.66932 -2.46787 2.76046 0.038 -0.034 0.033
O -0.55153 -2.28252 2.24923 -0.071 0.033 0.092
C -2.92178 -2.03978 2.19111 -0.058 0.008 -0.005
C -4.12867 -2.29806 2.89346 -0.016 0.009 -0.005
C -5.34685 -1.89755 2.42572 0.000 -0.028 0.045
C -5.40990 -1.18989 1.20359 0.020 0.021 -0.048
C -4.28630 -0.92531 0.48121 -0.006 0.014 -0.015
C -2.99016 -1.34914 0.92724 -0.055 -0.010 0.086
O -1.98254 -1.10923 0.19661 0.069 0.030 0.250
H -0.63363 -3.40243 4.35992 0.003 0.001 0.001
H -2.20936 -4.14928 4.01383 -0.006 0.004 0.001
H -2.14281 -2.61306 4.87279 0.009 0.018 0.000
H -4.08671 -2.82763 3.83654 0.004 0.000 0.004
H -6.24821 -2.10411 2.98841 0.002 -0.004 0.004
H -6.36756 -0.83907 0.83527 -0.003 -0.002 0.002
H -4.30897 -0.34929 -0.43901 -0.010 -0.008 0.012
C -2.09676 -3.07625 -1.76561 -0.004 -0.010 0.021
C -1.12490 -2.20046 -2.45931 -0.075 0.097 -0.020
N 0.21002 -2.21605 -2.35629 0.198 -0.045 0.032
C 0.70378 -1.27896 -3.25658 0.041 -0.023 -0.110
C -0.34144 -0.66868 -3.85712 0.157 0.034 -0.098
N -1.46549 -1.27320 -3.36314 0.016 -0.036 -0.079
H -1.73444 -3.32473 -0.77102 -0.018 -0.010 -0.031
H -2.24839 -3.99890 -2.33174 0.007 0.009 -0.013
H -3.04938 -2.55804 -1.67381 0.007 0.024 0.000
H 1.76208 -1.11102 -3.34384 -0.019 0.039 -0.001
H -0.38774 0.19682 -4.51613 -0.074 -0.034 0.037
H -2.36260 -0.75591 -3.37528 -0.082 0.031 0.109
Se -3.47867 5.15363 -3.53929 -0.095 0.066 0.009
Sb -1.93379 3.31950 -3.12196 0.009 -0.065 -0.132
Se -3.21024 1.28229 -2.36242 0.024 0.035 -0.010
Se -0.58104 2.71858 -5.11228 0.063 -0.087 0.029
Se -0.32963 3.93581 -1.31625 -0.016 -0.021 0.068
C 0.37280 -5.12429 -0.90763 -0.022 -0.013 -0.041
C 1.50438 -4.16878 -1.29536 0.030 -0.018 0.126
C 2.00324 -4.59198 -2.68858 0.016 0.009 -0.009
C 1.07970 -2.69201 -1.23166 -0.236 0.230 0.103
C 2.63800 -4.23465 -0.26731 0.005 0.009 -0.055
C 3.89182 -3.69415 -0.56545 -0.062 -0.007 -0.007
C 4.91253 -3.66586 0.37198 0.011 0.001 0.018
C 4.70861 -4.18058 1.64584 0.036 0.015 -0.008
C 3.47039 -4.71546 1.96289 -0.032 -0.009 -0.003
C 2.45054 -4.73914 1.01827 0.005 0.007 0.010
H -0.36801 -5.16417 -1.70696 0.006 0.018 0.008
H -0.13563 -4.78851 -0.00302 0.007 -0.022 -0.001
H 0.74500 -6.14276 -0.75614 0.006 0.006 0.002
H 1.17809 -4.53615 -3.40182 -0.009 0.004 0.008
H 2.38404 -5.61796 -2.68708 -0.001 -0.006 -0.008
H 2.78702 -3.93219 -3.06136 0.018 -0.004 0.006
H 1.99218 -2.11917 -1.43250 0.059 -0.013 0.065
H 4.06873 -3.26635 -1.54333 0.011 0.006 -0.004
H 5.86888 -3.23106 0.10764 0.005 0.002 -0.003
H 5.50502 -4.15701 2.38003 -0.008 -0.006 0.009
H 3.28568 -5.10996 2.95522 0.003 0.004 -0.001
H 1.48961 -5.14445 1.30235 0.008 0.013 0.007
Cl 3.29229 1.19801 -3.58232 0.029 -0.004 -0.028
C 1.96335 1.78593 -2.54686 -0.018 0.041 -0.026
Cl 2.05407 0.98349 -0.94552 0.107 -0.035 0.046
H 1.01137 1.57681 -3.02725 -0.007 0.008 0.019
H 2.06900 2.84900 -2.37476 -0.040 0.004 -0.009
```
Positions in Å, forces in eV/Å.

These are the Löwdin partial charges, in e, on atoms 1 to 4:
1 Ca 1.291
2 C -0.064
3 C -0.069
4 C -0.012

=====

Computed max |F| (eV/A) in order:
4.8, 13.6, 0.6